[1]
{
  "formula": "C6H4Cl2F6Si",
  "method": "ωB97M-V/def2-TZVPD",
  "lumo_energy_ev": -2.3,
  "e_above_lowest_kcal_mol": 31.9,
  "orbital_gap_ha": 0.1710,
  "symbols": ["C", "C", "C", "C", "C", "C", "F", "F", "F", "F", "F", "F", "Si", "Cl", "Cl", "H", "H", "H", "H"],
  "coordinates": [[0.548, 2.691, 0.544], [0.865, 1.438, 0.869], [-0.751, 2.832, -0.315], [-0.193, 0.519, 0.279], [-1.120, 1.387, -0.632], [0.974, -3.269, -0.790], [-0.729, 3.649, -1.396], [-1.784, 3.389, 0.474], [-0.972, -0.057, 1.241], [0.357, -0.510, -0.461], [-0.832, 1.119, -1.936], [-2.454, 1.038, -0.473], [0.855, -2.755, 1.053], [-0.648, -3.392, 2.154], [2.075, -1.530, 1.940], [1.055, 3.513, 0.830], [1.206, -4.376, -0.808], [-0.068, -3.169, -1.309], [1.615, -2.519, -1.263]],
  "mulliken_charge": [-0.9429, -0.9698, 1.0353, 1.1105, 0.1685, -0.8255, -0.3015, -0.3062, -0.2985, -0.2817, -0.3046, -0.3210, 0.8300, -0.0775, -0.0019, 0.5249, 0.3547, 0.3133, 0.2941]
}

[2]
{
  "formula": "C6H4Cl2LaN2O3Ru",
  "method": "ωB97M-V/def2-TZVPD",
  "multiplicity": 6,
  "lumo_energy_ev": [-16.4, -19.8],
  "e_above_lowest_kcal_mol": 73.0,
  "orbital_gap_ha": [0.3022, 0.2272],
  "s2": 8.776,
  "charge": 4,
  "symbols": ["La", "Ru", "Cl", "Cl", "C", "C", "C", "O", "O", "O", "N", "C", "C", "C", "N", "H", "H", "H", "H"],
  "coordinates": [[-0.112, -0.841, -2.414], [0.018, -0.615, -0.043], [-0.811, 1.392, -1.111], [0.690, -3.067, -1.399], [-0.411, -2.062, 1.032], [-0.405, -0.064, -5.331], [0.274, -2.545, -4.812], [-0.722, -2.903, 1.790], [-0.444, 0.020, -6.478], [0.369, -3.098, -5.806], [1.042, 0.722, 2.460], [0.857, 1.631, 3.446], [-0.337, 2.252, 3.193], [-0.837, 1.675, 1.996], [0.029, 0.742, 1.541], [1.818, 0.063, 2.369], [1.568, 1.767, 4.259], [-0.822, 3.015, 3.780], [-1.766, 1.916, 1.528]],
  "mulliken_spin": [0.0946, 2.9459, 0.2564, 0.4225, -0.0258, 0.0223, 0.0044, 0.1264, -0.0014, -0.0008, 0.1400, 0.2549, 0.3380, 0.2549, 0.1621, -0.0072, -0.0004, 0.0138, -0.0006]
}

[3]
{
  "formula": "C6H4Cl2N2O3ScY",
  "method": "ωB97M-V/def2-TZVPD",
  "lumo_energy_ev": -16.7,
  "orbital_gap_ha": 0.1830,
  "charge": 4,
  "symbols": ["Sc", "Y", "Cl", "Cl", "C", "C", "C", "O", "O", "O", "N", "C", "C", "N", "C", "H", "H", "H", "H"],
  "coordinates": [[0.501, 0.017, -5.354], [0.448, 0.041, 0.823], [1.681, -0.819, -3.555], [-0.018, 1.454, -1.114], [1.690, 1.429, 2.270], [1.072, -0.801, -7.225], [1.839, 1.519, -6.204], [2.122, 1.908, 3.233], [1.786, -0.963, -8.124], [2.489, 1.977, -7.071], [-1.512, -1.578, 3.804], [-2.075, -0.436, 4.357], [-1.723, 0.617, 3.582], [-0.911, 0.120, 2.541], [-0.797, -1.226, 2.737], [-1.625, -2.496, 4.238], [-2.688, -0.440, 5.231], [-2.006, 1.655, 3.715], [-0.273, -1.981, 2.117]],
  "mulliken_charge": [1.0327, 1.7367, -0.1373, -0.3778, 0.1774, 0.4740, 0.5019, 0.0765, 0.0675, 0.0607, 0.0810, -0.1667, -0.2952, -0.2438, -0.3742, 0.2898, 0.4268, 0.4357, 0.2342]
}

[4]
{
  "formula": "C6H4Cl3O4",
  "method": "ωB97M-V/def2-TZVPD",
  "lumo_energy_ev": 3.1,
  "orbital_gap_ha": 0.2639,
  "charge": -1,
  "smiles": "[O-][C@@]12O[C@]1(O)[C@H](Cl)[C@@H](O)C(Cl)=C2Cl",
  "symbols": ["O", "C", "O", "C", "O", "C", "Cl", "C", "O", "C", "Cl", "C", "Cl", "H", "H", "H", "H"],
  "coordinates": [[-2.320, -1.404, -0.873], [-1.155, -0.924, -0.761], [-0.640, 0.040, -1.750], [-1.047, 0.517, -0.530], [-2.306, 1.130, -0.409], [-0.165, 0.895, 0.552], [0.020, 2.659, 0.920], [1.307, 0.428, 0.122], [2.414, 0.970, 0.829], [1.153, -1.049, 0.323], [2.631, -1.898, 0.890], [0.056, -1.663, -0.064], [-0.132, -3.352, -0.075], [-2.988, 0.597, -0.083], [-0.694, 0.623, 1.454], [1.338, 0.604, -0.969], [2.528, 1.825, 0.424]],
  "mulliken_charge": [-0.9089, 0.5476, -0.5788, 0.4998, -0.6011, 0.0760, -0.2803, -0.2823, -0.5554, -0.0669, -0.2217, 0.2951, -0.1969, 0.2963, 0.2675, 0.3111, 0.3988]
}

[5]
{
  "formula": "C6H4ClF",
  "method": "ωB97M-V/def2-TZVPD",
  "lumo_energy_ev": -0.2,
  "e_above_lowest_kcal_mol": 44.6,
  "orbital_gap_ha": 0.3274,
  "smiles": "C=C1C=C(F)C(Cl)=C1",
  "symbols": ["C", "C", "C", "C", "F", "C", "Cl", "C", "H", "H", "H", "H"],
  "coordinates": [[2.030, -0.563, 0.102], [0.763, -0.124, -0.069], [0.207, 1.222, -0.079], [-1.117, 1.112, -0.005], [-2.043, 2.097, 0.041], [-1.556, -0.340, -0.037], [-3.185, -0.747, 0.033], [-0.437, -1.053, -0.152], [2.867, 0.090, 0.334], [2.123, -1.685, 0.216], [0.777, 2.162, -0.238], [-0.428, -2.171, -0.147]],
  "mulliken_charge": [-0.7058, 0.7632, -1.0058, 0.6436, -0.2717, 0.0929, -0.1813, -0.5207, 0.3054, 0.2239, 0.3389, 0.3174]
}

[6]
{
  "formula": "C6H4F10O",
  "method": "ωB97M-V/def2-TZVPD",
  "lumo_energy_ev": 0.6,
  "e_above_lowest_kcal_mol": 29.3,
  "orbital_gap_ha": 0.4474,
  "smiles": "FC(F)C(F)(F)COC(C(F)(F)F)C(F)(F)F",
  "symbols": ["F", "C", "F", "C", "F", "F", "C", "O", "C", "C", "F", "F", "F", "C", "F", "F", "F", "H", "H", "H", "H"],
  "coordinates": [[1.546, -1.490, -2.917], [1.175, -0.985, -1.721], [1.924, -1.554, -0.754], [1.306, 0.556, -1.734], [2.611, 0.882, -2.000], [0.429, 1.053, -2.621], [1.194, 1.234, -0.354], [0.003, 0.842, 0.365], [0.052, 1.165, 1.821], [0.763, 0.014, 2.652], [0.719, 0.152, 4.008], [2.085, 0.225, 2.587], [0.420, -1.278, 2.243], [-1.373, 1.397, 2.193], [-1.460, 2.018, 3.394], [-2.172, 2.164, 1.300], [-1.951, 0.184, 2.472], [0.062, -1.005, -1.437], [1.024, 2.369, -0.557], [2.105, 1.091, 0.261], [0.652, 2.078, 1.913]],
  "mulliken_charge": [-0.2708, 0.2769, -0.2577, 0.7579, -0.3063, -0.2671, -0.7438, -0.3878, -0.3274, 0.7401, -0.2655, -0.2713, -0.2291, 0.7362, -0.2519, -0.2452, -0.2541, 0.2395, 0.3499, 0.4317, 0.5457]
}

[7]
{
  "formula": "C6H4F2NO2",
  "method": "ωB97M-V/def2-TZVPD",
  "lumo_energy_ev": 3.2,
  "e_above_lowest_kcal_mol": 48.3,
  "orbital_gap_ha": 0.3100,
  "charge": -1,
  "symbols": ["C", "C", "C", "C", "C", "C", "N", "O", "O", "F", "F", "H", "H", "H", "H"],
  "coordinates": [[-1.360, 0.534, -0.630], [-1.276, -0.802, 0.053], [-0.718, 1.621, -0.159], [2.286, -0.242, -0.609], [-0.113, -0.885, 1.026], [0.161, 0.347, 1.344], [-0.184, 1.516, 1.104], [2.165, 0.898, -0.945], [2.129, -1.347, -1.038], [-2.543, -1.126, 0.623], [2.812, -0.316, 0.870], [-1.987, 0.595, -1.502], [-1.103, -1.605, -0.673], [-0.725, 2.592, -0.626], [0.456, -1.779, 1.162]],
  "mulliken_charge": [-0.4747, 0.4937, -0.2955, 0.7200, -0.5611, 0.2906, -0.5109, -0.5915, -0.6133, -0.3366, -0.4513, 0.3730, 0.1822, 0.3917, 0.3836]
}

[8]
{
  "formula": "C6H4F5I2NO2Tl",
  "method": "ωB97M-V/def2-TZVPD",
  "lumo_energy_ev": [1.5, 1.5],
  "e_above_lowest_kcal_mol": 58.8,
  "orbital_gap_ha": [0.2076, 0.1402],
  "charge": -1,
  "symbols": ["Tl", "I", "I", "F", "C", "F", "C", "F", "F", "F", "O", "C", "C", "C", "C", "O", "N", "H", "H", "H", "H"],
  "coordinates": [[-0.347, 0.605, -2.625], [4.808, -1.865, -2.054], [7.267, -0.827, -1.545], [2.631, -0.992, 0.581], [2.815, 0.281, 0.408], [1.726, 0.961, 0.258], [3.843, 0.890, 1.381], [4.432, 1.984, 0.844], [4.714, 0.022, 1.693], [3.112, 1.390, 2.449], [-0.631, -0.684, -0.100], [-1.818, -0.338, -0.237], [-2.952, -0.555, 0.778], [-4.159, -0.283, -0.089], [-3.648, 0.446, -1.332], [-4.424, 1.028, -2.051], [-2.299, 0.337, -1.316], [-2.727, 0.148, 1.619], [-2.826, -1.545, 1.225], [-4.863, 0.278, 0.451], [-4.653, -1.282, -0.337]],
  "mulliken_charge": [0.6565, -0.4797, -0.4949, -0.1453, 0.1528, -0.1867, 0.8748, -0.2489, -0.1861, -0.2797, -0.6825, 0.6335, -0.4704, -0.3630, 0.3669, -0.6541, -0.4888, 0.2142, 0.2919, 0.2782, 0.2112]
}